Density functional theory data (the ωB97M-V functional and the def2-TZVPD basis) for a cluster of 8 separate species, C51H114N10O8 in total.

Cartesian coordinates (Å):
H 21.814 -28.994 22.491
H 21.418 -22.028 22.244
H 13.288 -17.108 21.591
H 15.398 -21.975 18.840
H 16.651 -15.810 21.212
H 11.679 -22.634 23.397
H 16.078 -23.465 13.252
O 16.053 -21.317 21.504
C 15.688 -24.705 15.007
H 10.151 -19.575 23.252
H 14.434 -19.859 21.290
H 23.086 -24.508 17.286
C 8.486 -22.155 25.696
H 19.974 -22.461 18.248
N 19.267 -26.768 22.936
C 11.033 -20.121 25.708
C 13.966 -18.304 19.989
H 10.859 -25.070 21.685
O 13.719 -23.435 15.613
C 18.715 -18.920 19.785
H 22.599 -20.010 21.205
H 6.710 -23.537 25.890
O 10.632 -23.168 25.999
C 16.527 -22.402 21.838
C 21.434 -22.502 21.260
H 14.999 -24.331 19.190
H 13.219 -17.166 18.411
N 9.846 -22.343 25.146
H 21.581 -25.281 24.547
C 23.300 -20.841 21.177
H 14.839 -26.958 24.503
C 11.457 -26.797 22.969
C 10.664 -21.219 24.665
H 19.383 -17.140 20.558
O 21.657 -20.532 19.044
H 12.054 -24.967 24.021
H 10.157 -28.476 22.103
H 18.603 -24.793 16.784
C 22.187 -22.663 18.021
H 10.806 -23.865 25.359
O 14.647 -15.907 20.716
H 14.962 -23.045 22.892
C 21.426 -26.624 21.616
H 17.922 -23.829 21.469
H 21.990 -26.336 22.505
C 22.400 -22.037 16.634
H 12.641 -29.299 24.026
C 15.415 -23.512 17.317
H 17.413 -22.686 17.192
H 12.115 -20.959 23.086
H 22.472 -24.919 19.896
H 17.650 -23.735 14.916
C 16.947 -23.614 17.537
N 15.080 -23.704 15.900
H 7.195 -21.919 23.899
H 7.998 -24.217 24.889
H 18.649 -28.694 21.249
H 18.100 -22.247 20.618
C 20.857 -28.673 22.914
C 12.869 -17.964 19.068
H 16.203 -14.726 19.944
H 24.165 -23.297 17.925
H 15.941 -28.171 22.038
H 20.758 -20.865 19.194
H 8.234 -24.093 26.551
H 22.090 -27.552 24.343
H 17.142 -25.636 17.252
C 11.437 -25.993 21.625
H 10.328 -25.385 24.364
H 11.408 -20.546 26.639
H 22.924 -21.083 16.701
H 15.757 -26.651 15.957
C 10.237 -27.754 22.915
C 18.218 -26.037 24.952
H 19.195 -27.334 20.222
H 6.793 -20.855 25.233
H 9.342 -27.128 22.893
C 15.525 -24.369 13.516
H 20.437 -24.464 23.557
C 23.347 -24.389 19.513
H 20.614 -27.034 25.895
H 14.933 -29.159 23.012
H 8.427 -19.330 24.854
C 19.553 -26.347 24.353
H 14.557 -28.947 21.289
N 12.670 -27.656 23.071
N 13.674 -19.545 20.701
H 16.348 -24.189 22.766
O 18.481 -25.841 22.240
O 12.770 -28.370 24.247
H 13.119 -24.642 21.987
H 23.785 -23.639 21.534
C 11.918 -21.685 23.878
H 20.684 -23.791 19.048
C 21.274 -28.276 24.345
C 14.778 -24.637 18.165
H 10.186 -28.348 23.830
H 18.227 -25.959 26.040
H 21.486 -21.895 16.056
H 15.318 -25.551 17.931
H 20.494 -23.809 17.280
H 20.285 -29.595 22.793
H 7.387 -21.447 27.409
C 19.510 -28.109 20.920
H 17.516 -26.828 24.688
H 17.850 -18.041 21.414
H 16.301 -16.456 19.629
H 19.349 -28.315 25.277
H 10.216 -19.423 25.888
H 22.022 -27.127 20.861
H 24.137 -25.142 19.471
C 14.892 -28.438 22.191
H 14.936 -18.386 19.478
C 14.008 -27.235 22.559
C 23.208 -23.798 18.102
H 13.848 -22.540 15.282
H 8.943 -22.165 27.846
H 15.109 -26.828 14.368
H 20.193 -28.858 20.517
H 21.172 -23.558 21.260
H 20.564 -21.938 20.901
C 11.324 -25.768 24.144
C 14.250 -17.209 21.071
C 14.683 -26.357 23.604
C 13.930 -26.462 21.257
C 8.344 -20.140 24.124
H 14.488 -24.248 13.198
H 23.546 -21.077 22.214
C 14.954 -22.159 17.861
H 13.706 -24.688 17.977
C 15.136 -26.139 15.211
C 20.509 -25.117 24.427
N 22.483 -21.659 19.075
N 19.541 -17.836 19.860
C 8.435 -21.540 27.114
C 20.250 -27.475 22.115
H 17.063 -23.655 18.621
C 15.969 -15.706 20.356
C 7.624 -21.347 24.722
O 18.854 -19.805 18.951
H 14.709 -17.645 21.969
H 8.792 -20.511 27.098
C 12.829 -25.395 21.249
H 20.141 -17.687 19.065
H 14.087 -25.493 23.899
H 12.436 -18.792 18.508
H 13.881 -21.996 17.762
C 20.777 -23.195 18.136
H 20.190 -24.616 25.344
C 7.785 -23.541 25.718
H 15.415 -21.386 17.236
H 24.188 -20.564 20.609
H 11.653 -26.295 25.044
C 20.118 -27.570 25.082
H 23.031 -22.652 15.989
C 9.765 -20.521 23.642
H 7.886 -19.615 23.284
C 17.514 -24.756 16.722
H 14.868 -25.981 20.967
H 24.709 -22.907 20.331
H 20.944 -25.692 21.310
C 23.701 -23.297 20.499
H 21.594 -29.159 24.897
H 12.848 -21.675 24.447
C 22.695 -22.104 20.492
H 12.045 -17.553 19.658
H 12.799 -24.867 20.297
H 9.668 -21.139 22.745
H 14.211 -26.270 15.779
H 17.774 -25.101 24.605
N 17.801 -18.828 20.804
H 11.775 -19.438 25.288
H 15.665 -25.949 23.368
H 17.117 -19.572 20.832
N 15.849 -23.353 22.529
C 17.190 -24.666 15.255
H 15.921 -25.164 12.884
H 17.820 -25.453 14.835
H 13.479 -20.226 19.978
H 17.602 -26.240 22.268
H 11.097 -26.636 20.813
H 13.759 -27.140 20.417
N 17.682 -22.867 21.293

The calculation puts the HOMO-LUMO gap at 8.46 eV. For the HOMO energy, the calculation gives -8.03 eV. Its spin multiplicity is 1. Its SMILES is CC1(C)CCCC(C)(C)N1O.CC1(C)CCCC(C)(C)N1O.CC1(C)CCCC(C)(C)N1O.CC1(C)CCCC(C)(C)N1O.CC1(C)CCCC(C)(C)N1O.COC[C@H](C)N.NC(N)=O.NC(N)=O. Its energy above the lowest of the compared OMol25 structures with the same formula, charge and spin is 29.3 kcal/mol.

=====

Density functional theory data (the ωB97M-V functional and the def2-TZVPD basis) for a cluster of 10 separate species, C2H27N2O9 in total.

Cartesian coordinates (Å):
H 0.455 0.024 -3.400
N 1.388 -0.309 -0.851
O 0.850 3.713 1.688
H -1.842 1.543 1.578
H 2.569 -1.857 1.102
O -3.215 1.111 -2.191
O 0.359 -0.991 3.767
H -0.505 2.136 1.975
N -0.817 1.268 1.640
O -0.295 -0.574 -3.333
H 1.273 -1.286 -0.627
O -3.535 1.527 0.513
H -0.217 -1.390 -3.783
H 1.132 4.492 1.184
H 1.634 1.560 0.165
H 2.758 -3.338 1.362
H -3.478 1.103 -0.325
H 0.390 -1.608 3.025
H -0.690 1.404 -0.481
H -2.644 0.656 -2.793
H 1.396 3.757 2.496
H 4.802 1.553 -1.066
O 2.172 -2.596 1.618
C 1.236 0.499 0.288
H -0.628 -1.575 -1.402
H 1.551 0.003 1.317
H -0.585 0.633 2.446
H 3.654 1.696 -0.214
H 2.343 -0.142 -1.221
H -4.062 2.318 0.338
O 3.932 1.297 -0.992
H -0.929 -0.282 0.244
H 0.485 -1.619 4.578
O -0.045 -3.904 -0.795
H -0.383 -4.441 -1.450
H -1.809 -1.126 -2.144
H -3.921 1.442 -2.758
C -0.348 0.733 0.324
H -0.817 -3.363 -0.507
O -1.629 -1.632 -1.377

The calculation puts the HOMO-LUMO gap at 10.22 eV. For the HOMO energy, the calculation gives -12.72 eV. Its spin multiplicity is 1. The charge is +1.

=====

Density functional theory data (the ωB97M-V functional and the def2-TZVPD basis) for a structure of composition C7H3NO5Pr.

Cartesian coordinates (Å):
C 0.802 3.814 -1.033
C -0.461 -2.189 0.594
N -0.233 -1.105 0.300
O 1.036 4.928 -1.335
O -2.851 1.127 -2.243
Pr 0.263 1.253 -0.340
H -0.795 -4.186 0.079
H -1.701 -3.616 1.484
H 0.030 -3.941 1.621
C -0.749 -3.566 0.967
C -1.861 1.213 -1.656
C 1.494 0.331 -2.309
O -1.619 2.192 2.645
C 2.338 1.060 1.040
C -1.017 1.942 1.693
O 3.277 0.903 1.691
O 2.046 -0.159 -3.197

The calculation puts the HOMO-LUMO gap (spin up / spin down) at 9.17 / 9.33 eV. For the HOMO energy (spin up / spin down), the calculation gives -23.70 / -23.72 eV. Its spin multiplicity is 3. The charge is +3.

=====

Density functional theory data (the ωB97M-V functional and the def2-TZVPD basis) for a cluster of 2 separate species, C6H15NO2 in total.

Cartesian coordinates (Å):
C 0.828 -1.381 -1.714
H -0.032 2.454 -0.082
O -0.624 -0.037 1.861
C -1.585 -1.063 1.841
H -2.192 -1.024 2.759
H 1.853 -1.760 -1.650
H 2.563 0.429 -1.664
H 1.302 1.102 1.645
C 0.674 -0.041 -1.048
H 1.650 -0.650 1.597
O -1.709 -0.166 -1.122
C -0.562 0.459 -0.682
H 1.754 1.678 -0.912
H -1.565 -1.117 -1.170
H -2.399 -0.908 1.123
C 1.041 0.128 2.059
H 1.035 0.044 3.142
H -0.938 -1.951 1.943
N 1.665 0.869 -1.512
H 0.131 -2.148 -1.378
H -1.796 2.076 -0.074
H -0.897 2.369 -1.586
H 0.647 -1.298 -2.791
C -0.845 1.936 -0.584

The calculation puts the HOMO-LUMO gap at 7.51 eV. For the HOMO energy, the calculation gives -6.75 eV. Its spin multiplicity is 1. Its SMILES is C/C(N)=C(/C)O.COC. Its energy above the lowest of the compared OMol25 structures with the same formula, charge and spin is 119.8 kcal/mol.